No. 1
This record from the OMol25 dataset describes a gas-phase ion, C21H33N2O (charge +1). The level of theory is the ωB97M-V functional and the def2-TZVPD basis.

Element x y z (Å)
O1 -0.424 0.077 -0.310
C1 -0.433 0.392 0.891
N1 -1.493 0.157 1.655
C2 -1.619 0.464 3.065
H1 -1.488 -0.460 3.641
C3 -2.974 1.090 3.423
H2 -2.846 1.590 4.384
H3 -3.726 0.315 3.567
C4 -3.487 2.091 2.383
C5 -4.328 1.429 1.291
C6 -3.523 0.572 0.318
H4 -2.883 1.205 -0.298
C7 -2.642 -0.468 1.011
H5 -2.258 -1.168 0.264
H6 -3.204 -1.021 1.762
H7 -4.211 0.051 -0.348
H8 -5.096 0.815 1.764
H9 -4.839 2.205 0.719
H10 -2.650 2.632 1.936
H11 -4.114 2.823 2.892
H12 -0.829 1.154 3.357
C8 0.832 1.018 1.486
H13 0.574 1.822 2.177
C9 1.669 1.631 0.357
N2 2.070 0.581 -0.601
C10 2.930 -0.415 0.065
C11 2.170 -1.085 1.202
C12 1.668 -0.050 2.206
H14 1.076 -0.540 2.978
H15 2.517 0.433 2.694
H16 2.830 -1.795 1.700
H17 1.332 -1.648 0.787
H18 3.221 -1.167 -0.671
H19 3.826 0.089 0.440
C13 2.651 1.144 -1.845
C14 1.599 1.281 -2.947
H20 0.620 1.471 -2.502
H21 1.848 2.139 -3.573
C15 1.522 0.035 -3.841
C16 1.211 -1.217 -3.067
C17 2.214 -2.126 -2.751
C18 1.930 -3.268 -2.019
C19 0.634 -3.516 -1.600
C20 -0.376 -2.629 -1.931
C21 -0.090 -1.487 -2.658
H22 -0.884 -0.805 -2.919
H23 -1.393 -2.834 -1.633
H24 0.410 -4.410 -1.037
H25 2.718 -3.970 -1.789
H26 3.222 -1.958 -3.106
H27 0.747 0.199 -4.590
H28 2.472 -0.084 -4.365
H29 3.099 2.112 -1.608
H30 3.448 0.484 -2.188
H31 1.113 0.133 -0.811
H32 1.079 2.378 -0.179
H33 2.562 2.111 0.767

Frontier orbital gap, Ha: 0.3623
2S+1: 1
Charge: +1
LUMO level, Eh: -0.07534
Total energy, eV: -27336.18863
SMILES: O=C([C@H]1CCC[N@H+](CCCc2ccccc2)C1)N1CCCCCC1

No. 2
This record from the OMol25 dataset describes a single C21H33N3O3S molecule in a non-equilibrium geometry. The level of theory is the ωB97M-V functional and the def2-TZVPD basis.

Element x y z (Å)
C1 3.072 3.206 1.172
H1 2.290 3.219 1.928
H2 3.985 3.599 1.613
C2 3.298 1.788 0.659
C3 2.012 1.227 0.049
N1 2.254 -0.101 -0.468
S1 0.860 -0.960 -0.740
O1 -0.137 -0.142 -1.380
O2 1.230 -2.174 -1.400
N2 0.406 -1.201 0.832
C4 -0.954 -0.926 1.239
H3 -0.922 -0.639 2.296
C5 -1.905 -2.129 1.044
C6 -3.088 -1.823 0.125
O3 -4.232 -2.036 0.479
N3 -2.759 -1.370 -1.098
H4 -1.808 -1.087 -1.299
C7 -3.762 -0.914 -2.033
H5 -4.734 -1.129 -1.582
H6 -3.667 -1.476 -2.968
C8 -3.609 0.587 -2.313
C9 -3.698 1.371 -1.035
C10 -4.919 1.549 -0.397
C11 -4.993 2.225 0.807
C12 -3.844 2.733 1.390
C13 -2.623 2.563 0.761
C14 -2.551 1.886 -0.445
H7 -1.596 1.745 -0.933
H8 -1.723 2.958 1.211
H9 -3.901 3.259 2.331
H10 -5.948 2.354 1.294
H11 -5.818 1.151 -0.846
H12 -4.394 0.895 -3.006
H13 -2.637 0.758 -2.781
H14 -2.343 -2.401 2.010
C15 -1.108 -3.331 0.524
C16 0.083 -3.585 1.446
C17 1.014 -2.357 1.455
H15 1.290 -2.083 2.480
H16 1.924 -2.552 0.890
H17 0.632 -4.463 1.107
H18 -0.285 -3.782 2.455
H19 -0.746 -3.137 -0.487
H20 -1.754 -4.209 0.494
H21 -1.291 -0.062 0.666
C18 3.229 -0.118 -1.540
H22 3.282 -1.144 -1.904
C19 4.581 0.355 -1.001
C20 5.140 -0.654 -0.002
H23 5.373 -1.589 -0.506
H24 6.049 -0.274 0.458
H25 4.408 -0.861 0.774
C21 4.411 1.751 -0.391
H26 5.352 2.075 0.059
H27 4.163 2.456 -1.189
H28 5.275 0.430 -1.846
H29 2.904 0.533 -2.366
H30 1.228 1.137 0.803
H31 1.652 1.891 -0.751
H32 3.581 1.148 1.499
H33 2.774 3.864 0.359

Frontier orbital gap, Ha: 0.3526
2S+1: 1
Charge: 0
LUMO level, Eh: 0.02429
Total energy, eV: -43761.87783
SMILES: C[C@@H]1C[C@@H](C)CN(S(=O)(=O)N2CCC[C@H](C(=O)NCCc3ccccc3)C2)C1

No. 3
This record from the OMol25 dataset describes a single C21H33NO4S molecule. The level of theory is the ωB97M-V functional and the def2-TZVPD basis.

Element x y z (Å)
C1 0.309 -1.818 0.746
C2 -1.131 -1.962 1.219
H1 -1.180 -2.126 2.297
H2 -1.624 -2.786 0.694
O1 -1.873 -0.765 0.993
C3 -2.356 -0.577 -0.230
O2 -2.192 -1.346 -1.147
C4 -3.123 0.735 -0.389
C5 -2.528 1.474 -1.599
C6 -1.112 1.945 -1.294
N1 -1.132 2.864 -0.173
C7 -1.607 2.199 1.027
C8 -3.021 1.657 0.828
H3 -3.316 1.128 1.733
H4 -3.700 2.498 0.672
H5 -1.621 2.936 1.836
H6 -0.941 1.375 1.326
C9 0.136 3.551 0.024
C10 1.288 2.649 0.346
C11 1.650 2.140 1.555
C12 2.733 1.233 1.484
C13 3.193 1.055 0.219
S1 2.293 2.002 -0.917
C14 4.297 0.166 -0.254
O3 5.046 -0.242 0.872
C15 6.146 -1.044 0.509
C16 5.709 -2.326 -0.201
C17 4.887 -1.962 -1.435
C18 3.739 -1.049 -1.015
H7 3.176 -0.702 -1.884
H8 3.061 -1.588 -0.351
H9 4.498 -2.861 -1.915
H10 5.522 -1.441 -2.157
H11 6.589 -2.908 -0.477
H12 5.099 -2.919 0.482
H13 6.664 -1.268 1.443
H14 6.823 -0.473 -0.146
H15 4.953 0.734 -0.942
H16 3.168 0.738 2.332
H17 1.169 2.414 2.477
H18 0.350 4.110 -0.891
H19 -0.003 4.265 0.842
H20 -0.703 2.471 -2.161
H21 -0.475 1.065 -1.099
H22 -2.511 0.808 -2.462
H23 -3.151 2.339 -1.829
C19 -4.584 0.361 -0.706
C20 -5.253 -0.488 0.380
O4 -4.620 -1.718 0.634
C21 -4.819 -2.706 -0.350
H24 -4.221 -2.514 -1.247
H25 -5.878 -2.778 -0.626
H26 -4.498 -3.647 0.094
H27 -6.303 -0.661 0.095
H28 -5.239 0.041 1.336
H29 -4.597 -0.191 -1.648
H30 -5.168 1.273 -0.839
H31 0.785 -0.965 1.228
H32 0.865 -2.719 0.992
H33 0.331 -1.672 -0.332

Frontier orbital gap, Ha: 0.3335
2S+1: 1
Charge: 0
LUMO level, Eh: 0.02708
Total energy, eV: -42827.99133
SMILES: CCOC(=O)C1(CCOC)CCN(Cc2ccc([C@@H]3CCCCO3)s2)CC1

No. 4
This record from the OMol25 dataset describes a molecular structure, C21H34AsCl3GeIN2S2Si2Tc. The level of theory is the ωB97M-V functional and the def2-TZVPD basis.

Element x y z (Å)
Tc1 -0.411 -0.741 -0.796
C1 4.802 1.188 2.980
Si1 4.456 -0.418 2.093
C2 5.102 -1.899 3.033
C3 5.118 -0.389 0.348
C4 2.539 -0.603 2.127
C5 1.916 -0.658 3.379
C6 0.537 -0.759 3.518
C7 -0.245 -0.811 2.386
N1 0.325 -0.779 1.174
C8 1.658 -0.672 1.064
S1 2.036 -0.661 -0.657
H1 5.879 1.351 3.048
H2 4.409 1.190 3.998
H3 4.370 2.039 2.450
H4 6.190 -1.846 3.104
H5 4.851 -2.835 2.531
H6 4.714 -1.947 4.052
H7 6.205 -0.301 0.411
H8 4.759 0.464 -0.230
H9 4.904 -1.305 -0.207
H10 2.524 -0.612 4.276
H11 0.071 -0.790 4.492
H12 -1.322 -0.875 2.427
C9 -2.321 4.839 -0.317
Si2 -0.609 4.298 -0.833
C10 0.714 4.839 0.364
C11 -0.220 4.748 -2.603
C12 -0.611 2.416 -0.788
C13 -0.556 1.184 -0.764
H13 -2.372 5.930 -0.289
H14 -2.576 4.473 0.679
H15 -3.082 4.498 -1.022
H16 0.766 5.929 0.395
H17 1.695 4.468 0.064
H18 0.506 4.487 1.376
H19 -0.223 5.834 -2.720
H20 -0.956 4.339 -3.297
H21 0.768 4.390 -2.895
I1 -2.684 -6.046 -2.774
C14 -1.183 -5.095 -1.699
C15 -0.180 -5.803 -1.052
C16 0.781 -5.093 -0.350
C17 0.719 -3.714 -0.323
N2 -0.247 -3.026 -0.948
C18 -1.182 -3.715 -1.615
H22 -0.150 -6.883 -1.093
H23 1.578 -5.603 0.171
H24 1.470 -3.141 0.201
H25 -1.962 -3.143 -2.096
Cl1 -1.469 -0.691 -3.109
Ge1 0.765 -0.500 -2.934
Cl2 1.617 -2.157 -3.888
Cl3 1.425 1.303 -3.747
C19 -5.645 -0.264 0.536
As1 -4.258 -0.248 -0.788
C20 -3.879 1.570 -1.272
C21 -4.926 -1.229 -2.303
S2 -2.586 -1.198 0.195
H26 -6.544 0.180 0.111
H27 -5.317 0.309 1.400
H28 -5.842 -1.294 0.829
H29 -4.821 2.084 -1.458
H30 -3.255 1.592 -2.164
H31 -3.347 2.035 -0.445
H32 -5.934 -0.873 -2.517
H33 -4.960 -2.286 -2.046
H34 -4.295 -1.074 -3.173

Frontier orbital gap (alpha / beta), Ha: 0.2692 / 0.2289
2S+1: 3
Charge: +2
<S²>: 2.06
LUMO level (alpha / beta), Eh: -0.24541 / -0.28518
Total energy, eV: -227946.81752

No. 5
This record from the OMol25 dataset describes a molecular structure, C21H34BrN5O3P2PdTe. The level of theory is the ωB97M-V functional and the def2-TZVPD basis.

Element x y z (Å)
Pd1 0.616 0.045 1.144
C1 -0.204 2.847 -1.472
N1 -0.258 1.401 -1.286
C2 0.580 0.701 -2.260
P1 -1.672 0.669 -0.857
O1 -1.489 -0.783 -0.731
O2 -2.037 1.492 0.499
P2 -1.926 0.989 2.046
O3 -1.741 -0.465 2.171
N2 -0.626 1.844 2.628
C3 -0.269 3.206 2.235
C4 -0.333 1.571 4.044
N3 -3.315 1.504 2.749
C5 -4.433 0.573 2.871
C6 -3.711 2.899 2.659
N4 -2.932 1.071 -1.838
C7 -3.535 0.051 -2.686
C8 -3.724 2.280 -1.698
H1 0.808 3.190 -1.253
H2 -0.892 3.351 -0.800
H3 -0.470 3.115 -2.501
H4 1.609 1.038 -2.126
H5 0.261 0.919 -3.286
H6 0.535 -0.371 -2.091
H7 -0.621 3.419 1.234
H8 0.816 3.304 2.233
H9 -0.695 3.931 2.935
H10 -0.706 0.589 4.324
H11 -0.794 2.338 4.673
H12 0.747 1.569 4.189
H13 -4.063 -0.448 2.857
H14 -5.150 0.708 2.054
H15 -4.948 0.750 3.817
H16 -2.843 3.544 2.538
H17 -4.228 3.197 3.572
H18 -4.384 3.067 1.810
H19 -2.903 -0.832 -2.718
H20 -3.660 0.437 -3.700
H21 -4.517 -0.243 -2.302
H22 -3.252 2.982 -1.016
H23 -4.722 2.046 -1.311
H24 -3.841 2.771 -2.667
Te1 1.207 -2.462 0.417
C9 3.289 -2.603 0.704
C10 3.838 -3.859 0.919
C11 5.210 -3.990 1.089
C12 6.025 -2.869 1.040
C13 5.469 -1.615 0.826
C14 4.098 -1.475 0.660
C15 1.451 -2.889 -1.655
C16 0.597 -3.819 -2.234
C17 0.735 -4.150 -3.577
C18 1.724 -3.550 -4.341
C19 2.575 -2.615 -3.764
C20 2.439 -2.282 -2.425
H25 3.204 -4.737 0.958
H26 5.637 -4.968 1.267
H27 7.094 -2.971 1.175
H28 6.099 -0.735 0.796
H29 3.670 -0.491 0.521
H30 -0.178 -4.289 -1.641
H31 0.071 -4.880 -4.022
H32 1.836 -3.811 -5.386
H33 3.349 -2.145 -4.357
H34 3.112 -1.559 -1.978
Br1 1.531 -1.223 3.251
N5 2.768 2.290 0.365
C21 2.068 1.434 0.708

Frontier orbital gap (alpha / beta), Ha: 0.2986 / 0.2608
2S+1: 3
Charge: 0
<S²>: 2.01
LUMO level (alpha / beta), Eh: 0.01550 / -0.05019
Total energy, eV: -135318.79869

No. 6
This record from the OMol25 dataset describes 6 unconnected molecules or ions with the total composition C21H34O16 in a non-equilibrium geometry. The level of theory is the ωB97M-V functional and the def2-TZVPD basis.

Element x y z (Å)
C1 0.874 1.842 0.754
O1 1.196 0.636 0.220
H1 0.061 1.732 1.472
H2 1.716 2.297 1.276
H3 0.498 2.517 -0.014
H4 0.435 0.237 -0.208
C2 3.696 -1.776 1.576
C3 2.572 -2.137 2.579
C4 1.103 -2.039 2.065
O2 0.527 -3.277 2.485
C5 1.514 -4.108 2.832
O3 1.344 -5.294 3.104
O4 2.701 -3.499 2.823
H5 4.630 -1.836 2.134
H6 3.607 -0.757 1.198
H7 3.842 -2.464 0.743
H8 2.637 -1.609 3.531
H9 1.031 -1.872 0.991
H10 0.628 -1.189 2.555
C6 -0.729 3.096 -2.974
C7 -0.625 4.363 -2.221
C8 0.806 4.946 -2.093
O5 0.663 6.210 -2.554
C9 -0.473 6.370 -3.233
O6 -0.814 7.403 -3.783
O7 -1.247 5.296 -3.054
H11 -0.352 3.159 -3.994
H12 -1.748 2.712 -3.024
H13 -0.233 2.249 -2.501
H14 -1.058 4.396 -1.221
H15 1.560 4.449 -2.704
H16 1.117 4.907 -1.049
C10 -2.756 -3.329 -3.827
C11 -3.024 -1.925 -3.188
C12 -3.832 -1.905 -1.926
O8 -3.095 -0.994 -1.143
C13 -1.847 -0.789 -1.664
O9 -0.994 -0.060 -1.159
O10 -1.764 -1.431 -2.798
H17 -3.674 -3.813 -4.163
H18 -2.203 -4.001 -3.172
H19 -2.211 -3.117 -4.747
H20 -3.460 -1.202 -3.877
H21 -3.836 -2.865 -1.410
H22 -4.789 -1.436 -2.154
C14 1.038 -1.695 -4.243
C15 1.595 -0.903 -3.038
C16 2.561 -1.641 -2.074
O11 3.680 -0.806 -2.084
C17 3.500 0.220 -2.866
O12 4.250 1.128 -2.943
O13 2.414 0.111 -3.521
H23 1.886 -2.158 -4.748
H24 0.614 -1.017 -4.984
H25 0.306 -2.388 -3.829
H26 0.802 -0.429 -2.460
H27 2.764 -2.638 -2.466
H28 2.157 -1.592 -1.063
C18 -2.509 1.614 6.721
C19 -2.069 0.418 5.801
C20 -0.645 0.343 5.239
O14 -0.451 -1.059 5.203
C21 -1.301 -1.682 6.042
O15 -1.392 -2.898 6.278
O16 -2.147 -0.790 6.540
H29 -1.622 1.969 7.245
H30 -3.290 1.344 7.432
H31 -2.823 2.487 6.148
H32 -2.850 0.339 5.045
H33 0.087 0.828 5.885
H34 -0.550 0.805 4.256

Frontier orbital gap, Ha: 0.3824
2S+1: 1
Charge: 0
LUMO level, Eh: -0.00434
Total energy, eV: -55087.84144
SMILES: C[C@H]1COC(=O)O1.C[C@H]1COC(=O)O1.C[C@H]1COC(=O)O1.C[C@H]1COC(=O)O1.C[C@H]1COC(=O)O1.CO

No. 7
This record from the OMol25 dataset describes a molecular structure, C21H35AlIN2O4 in a non-equilibrium geometry. The level of theory is the ωB97M-V functional and the def2-TZVPD basis.

Element x y z (Å)
C1 -4.162 3.111 -2.095
C2 -4.277 1.778 -1.815
C3 -3.993 0.660 -2.742
Al1 -2.843 -0.774 -1.879
O1 -1.788 -0.054 -0.630
C4 -0.400 -0.351 -0.719
C5 0.290 1.025 -0.702
C6 -0.210 1.979 0.391
C7 0.615 2.030 1.706
C8 -0.342 2.082 2.922
N1 0.307 1.567 4.123
C9 0.052 0.373 4.714
C10 0.883 0.214 5.810
C11 1.660 1.400 5.873
C12 1.280 2.223 4.833
C13 -0.163 -1.058 0.631
C14 1.281 -1.485 0.914
O2 1.587 -1.303 2.335
C15 2.898 -1.446 2.613
C16 3.694 -2.510 1.895
O3 3.393 -0.757 3.450
C17 -0.230 -1.248 -2.032
C18 0.067 -2.754 -1.756
N2 -1.072 -3.443 -1.134
C19 0.810 -0.834 -3.121
I1 2.886 -0.743 -2.450
C20 0.482 0.422 -3.924
C21 1.041 0.320 -5.365
O4 -1.398 -1.318 -2.807
H1 -4.991 3.799 -1.965
H2 -3.221 3.524 -2.453
H3 -4.593 1.529 -0.798
H4 -4.960 0.272 -3.069
H5 -3.491 1.032 -3.643
H6 -3.784 -1.864 -1.161
H7 0.239 1.547 -1.652
H8 1.358 0.868 -0.516
H9 -1.254 1.822 0.652
H10 -0.155 2.982 -0.036
H11 1.293 1.193 1.847
H12 1.161 2.974 1.737
H13 -1.210 1.458 2.719
H14 -0.671 3.101 3.117
H15 -0.657 -0.360 4.369
H16 0.914 -0.652 6.444
H17 2.423 1.603 6.606
H18 1.640 3.203 4.579
H19 -0.468 -0.408 1.448
H20 -0.790 -1.939 0.721
H21 2.022 -0.924 0.354
H22 1.360 -2.556 0.735
H23 3.943 -2.149 0.897
H24 4.572 -2.753 2.478
H25 3.072 -3.396 1.774
H26 0.235 -3.252 -2.710
H27 0.987 -2.901 -1.185
H28 -0.842 -3.739 -0.196
H29 -1.303 -4.274 -1.657
H30 0.822 -1.656 -3.828
H31 -0.586 0.606 -3.986
H32 0.976 1.290 -3.494
H33 0.381 0.794 -6.089
H34 2.004 0.829 -5.411
H35 1.225 -0.711 -5.667

Frontier orbital gap, Ha: 0.2366
2S+1: 1
Charge: -1
LUMO level, Eh: 0.08241
Total energy, eV: -48213.83211